# 1
Molecular formula: C29H26BrClO17
Method: DFT, ωB97M-V/def2-TZVPD

The geometry in XYZ format:
```
74
Properties=species:S:1:pos:R:3:forces:R:3:lowdin_charge:R:1
Br 2.291 1.998 -0.361 0.6 -1.9 1.6 0.61
Cl -5.526 -1.321 -0.039 2.7 -0.2 1.7 0.48
O 0.189 -1.903 5.147 -0.3 1.5 -8.4 -0.04
O 7.067 1.951 -1.436 -1.5 1.1 -2.0 0.13
O 0.413 -1.653 -8.048 0.4 -0.5 0.9 0.07
O 6.860 2.508 -3.645 -0.1 0.0 1.0 0.06
O -7.489 -3.722 5.493 2.1 1.7 0.5 0.13
O 0.618 -2.604 0.024 0.5 0.6 -2.5 0.12
O 1.645 -1.312 -1.559 -0.6 -0.6 0.6 0.02
O 1.748 -2.608 -6.455 -2.3 0.2 -1.2 0.13
O 5.219 3.059 -2.203 0.8 -0.5 0.1 0.02
O -2.031 7.734 4.568 1.1 -1.8 -1.7 0.13
O 0.410 -3.082 -2.203 0.3 0.4 1.0 0.07
O -6.251 -2.465 6.949 -0.5 -0.4 -0.8 0.06
O -0.412 2.064 1.666 1.3 -8.4 0.4 -0.08
O -0.419 -3.285 -6.736 1.0 0.4 -0.1 0.06
O -1.986 5.648 3.632 0.2 1.0 0.4 0.06
O -0.447 7.173 3.017 -0.8 0.1 0.6 0.06
O -5.685 -2.517 4.770 -0.6 -0.6 0.5 0.04
C -1.507 -2.734 -7.454 -1.2 -0.2 0.1 -0.14
C 1.324 0.055 1.886 2.7 -1.8 0.4 -0.05
C -0.198 0.737 1.770 -0.7 4.1 -0.3 -0.18
C 4.936 3.715 -3.424 -0.8 0.8 -0.2 -0.14
C -1.240 -1.632 2.917 -2.6 0.2 -2.0 -0.02
C 0.675 -2.523 -7.029 2.0 -0.1 0.9 -0.51
C 2.612 0.506 0.978 0.1 -2.5 2.5 -0.47
C 1.530 -1.196 2.976 2.0 1.0 -1.8 -0.02
C 0.727 -2.351 -3.372 -0.3 -0.3 -1.2 -0.14
C 2.988 -1.945 3.142 -1.4 3.6 -2.8 0.01
C -1.295 5.113 2.519 -0.2 -1.1 -0.6 -0.14
C 0.160 -1.628 3.832 0.3 -0.8 4.1 -0.18
C 1.877 -1.498 -2.942 0.7 0.5 -0.7 -0.13
C -3.980 -1.454 1.004 3.6 -0.5 2.6 -0.51
C -0.046 5.933 2.464 0.9 -0.3 -0.5 -0.14
C -2.796 -0.296 0.894 0.9 -2.1 2.4 0.01
C -0.845 -2.016 -8.585 -0.5 0.3 -1.0 -0.14
C 4.116 -0.205 1.080 -4.0 -1.7 2.9 -0.03
C 4.246 -1.438 2.187 -3.0 1.3 -0.2 -0.03
C -4.905 -1.504 5.377 0.8 0.8 -0.5 -0.15
C 6.438 2.461 -2.348 1.3 -1.0 1.9 -0.51
C -1.532 6.923 3.806 -1.1 1.6 1.6 -0.52
C 5.766 2.968 -4.417 -0.1 0.0 -1.1 -0.14
C -2.401 -2.788 3.003 -0.3 3.0 -2.4 0.00
C -4.992 -1.830 6.833 0.7 0.4 0.8 -0.14
C -3.769 -2.717 2.044 2.7 2.7 -0.1 -0.03
C -6.557 -2.968 5.718 -2.0 -1.6 -0.4 -0.51
C -1.448 -0.372 1.836 -1.9 -2.6 0.4 -0.02
C 0.869 -2.355 -1.143 -0.5 -0.6 2.3 -0.51
H 0.756 5.514 3.080 -0.1 0.0 -0.1 0.14
H -1.088 4.049 2.665 -0.2 0.2 0.0 0.11
H -1.403 -1.130 -8.900 0.3 -0.1 0.1 0.14
H 0.321 6.064 1.443 0.0 0.1 0.2 0.14
H 3.053 -2.807 3.936 0.1 1.9 -1.9 0.10
H -0.145 -1.758 -3.666 0.0 0.0 0.0 0.14
H 1.902 -0.538 -3.465 0.0 -0.1 0.3 0.14
H 6.110 3.605 -5.236 0.1 -0.2 0.2 0.14
H 5.231 4.766 -3.338 0.0 -0.1 0.0 0.14
H 5.268 -2.036 2.339 -2.5 1.7 -0.5 0.10
H 3.868 3.663 -3.653 0.1 0.0 0.2 0.14
H -1.915 5.236 1.625 0.1 0.0 0.1 0.14
H -2.182 -3.522 -7.799 0.2 0.0 0.2 0.14
H -5.345 -0.530 5.140 0.0 -0.1 0.0 0.14
H 0.992 -3.024 -4.191 -0.1 0.1 0.3 0.12
H 4.995 0.142 0.383 -2.0 -0.7 1.6 0.10
H -2.059 -2.056 -6.795 0.1 -0.1 -0.1 0.14
H -4.544 -3.612 2.169 1.8 2.4 -0.5 0.11
H -2.290 -3.721 3.727 -0.2 2.3 -1.7 0.12
H -4.948 -0.937 7.463 -0.1 -0.2 0.0 0.14
H -4.212 -2.529 7.152 -0.1 0.1 0.0 0.14
H 2.842 -2.000 -3.074 -0.1 0.0 0.0 0.14
H -3.877 -1.530 5.005 -0.2 -0.1 -0.1 0.11
H 5.241 2.103 -4.835 0.0 0.1 0.0 0.14
H -2.854 0.629 0.145 -0.1 -2.4 1.8 0.11
H -0.684 -2.663 -9.454 0.0 0.1 0.1 0.14
```
Forces are in eV/Å.

Properties
Kohn-Sham gap	0.264	hartree
SMILES string	O=C1c2ccc(Cl)cc2C(=O)c2c(Br)cccc21.O=C1OCCO1.O=C1OCCO1.O=C1OCCO1.O=C1OCCO1.O=C1OCCO1
molecular weight	761.9	g/mol
E_LUMO	-1.9	eV
highest occupied orbital energy	-9.04	eV


# 2
Molecular formula: C44H45N2O3Si2TeTl
Method: DFT, ωB97M-V/def2-TZVPD

The geometry in XYZ format:
```
98
Properties=species:S:1:pos:R:3:forces:R:3:lowdin_charge:R:1
Tl 0.821 0.616 -1.342 -0.5 -0.3 -0.3 0.82
Te -0.837 -4.713 -1.827 0.1 0.0 0.2 1.22
Si -0.406 2.852 -1.428 0.1 -0.1 -0.2 0.49
Si 1.036 0.508 -3.929 0.2 0.4 0.2 0.50
O 1.332 0.025 0.869 0.0 0.4 0.0 -0.21
O 3.188 0.031 2.987 0.2 -0.1 -0.2 0.09
O 3.064 1.785 -1.223 -0.5 0.4 -0.3 -0.19
N 0.019 -1.635 -1.030 -0.3 0.4 0.1 -0.12
N 4.094 1.292 -0.639 0.2 -0.4 0.5 -0.20
C -0.450 2.184 -5.623 0.0 0.0 0.0 -0.12
C -0.626 -1.269 1.320 0.0 0.2 -0.2 -0.11
C -3.199 -0.162 0.188 0.1 0.0 -0.1 -0.05
C 6.333 0.221 0.566 0.2 0.0 0.1 -0.08
C 1.127 2.090 6.650 0.0 0.0 0.0 -0.09
C 6.396 1.425 -0.110 0.0 0.3 -0.1 -0.06
C 0.492 -3.962 -0.308 0.0 0.3 -0.1 -0.47
C -1.122 -1.880 3.634 0.0 0.0 0.0 -0.27
C -4.530 0.460 -1.740 0.1 -0.1 0.0 -0.13
C -2.047 3.233 -0.617 -0.2 0.0 0.2 -0.21
C 0.022 -1.219 4.027 0.1 0.0 0.0 -0.02
C -2.010 -2.602 4.622 0.1 0.1 -0.1 -0.06
C -3.515 -0.016 -2.571 0.1 -0.1 0.1 -0.10
C 3.280 0.591 5.756 0.1 0.0 0.0 -0.03
C 3.998 0.140 0.058 0.3 -0.2 -0.1 0.00
C -0.668 2.893 -3.319 -0.1 0.0 -0.1 -0.29
C 1.064 1.445 5.421 -0.1 0.0 0.0 -0.03
C -4.925 -3.779 0.714 0.1 0.0 0.0 -0.10
C 2.263 1.972 7.442 0.0 0.0 0.0 -0.10
C -1.220 3.253 -6.061 0.0 0.0 0.1 -0.10
C -3.645 -3.629 -1.323 0.0 0.0 0.1 -0.15
C 3.342 1.220 6.992 0.0 0.0 -0.1 -0.09
C -2.164 -0.683 -0.636 0.1 -0.1 0.0 -0.19
C -2.366 -0.588 -2.044 -0.1 0.1 0.0 -0.07
C -2.591 -4.315 -0.724 -0.1 0.0 0.0 -0.57
C -4.351 0.373 -0.355 0.0 0.0 0.0 -0.13
C -1.465 3.952 -3.781 0.0 0.0 -0.1 -0.12
C -2.716 -4.738 0.599 -0.1 0.0 -0.1 -0.17
C 2.139 0.688 4.967 -0.1 0.0 -0.1 -0.15
C 5.264 1.949 -0.696 0.5 0.1 0.0 -0.01
C 5.111 -0.410 0.659 -0.1 -0.1 0.0 -0.04
C 1.042 -2.548 -0.574 -0.2 -0.2 -0.2 -0.37
C 2.687 1.072 -4.647 0.2 0.0 0.0 -0.23
C 0.739 4.301 -1.056 0.2 0.0 0.1 -0.22
C 0.574 -0.580 1.719 -0.1 -0.2 0.3 -0.30
C -3.876 -4.466 1.316 0.0 0.0 -0.1 -0.11
C 0.406 -0.909 -4.996 -0.1 -0.3 0.0 -0.22
C -0.139 1.984 -4.268 -0.1 0.1 -0.1 -0.30
C 2.139 0.029 3.600 -0.3 0.0 0.2 -0.29
C -1.422 -1.887 2.263 0.0 0.0 0.1 0.00
C -0.942 -1.255 -0.126 -0.1 -0.3 0.0 -0.30
C 0.880 -0.580 3.111 0.1 0.0 -0.1 -0.07
C -1.730 4.150 -5.129 0.1 -0.1 0.0 -0.10
C -4.806 -3.362 -0.605 0.0 0.0 0.0 -0.09
H -2.290 4.295 -0.752 0.0 -0.1 0.0 0.02
H -5.125 0.751 0.307 0.1 0.0 0.0 0.09
H 3.105 1.871 -4.025 0.0 -0.1 -0.1 0.01
H -3.957 -4.791 2.347 0.0 0.0 0.0 0.10
H -5.829 -3.566 1.274 0.0 0.0 0.0 0.10
H 2.555 1.453 -5.668 0.0 -0.1 0.1 0.02
H 5.225 2.884 -1.234 0.0 0.0 0.0 0.14
H 1.734 4.111 -1.475 -0.1 0.1 0.1 0.01
H 0.862 -0.862 -5.993 -0.1 0.0 0.1 0.02
H -2.076 -3.671 4.394 0.0 0.1 0.0 0.07
H -0.074 1.477 -6.364 0.0 0.1 0.1 0.09
H 0.642 -1.883 -4.555 0.0 0.1 -0.1 0.02
H -5.426 0.905 -2.157 0.0 0.0 0.0 0.08
H 3.412 0.247 -4.676 -0.1 0.1 0.0 0.02
H -5.606 -2.801 -1.074 0.0 0.0 0.0 0.10
H 0.851 4.441 0.027 0.0 0.0 -0.2 0.03
H 7.323 1.978 -0.181 0.0 0.0 0.0 0.10
H 2.309 2.468 8.405 0.0 0.0 0.0 0.09
H 4.234 1.130 7.601 0.0 0.0 0.0 0.10
H -3.629 0.055 -3.649 0.0 0.0 0.1 0.10
H 7.215 -0.208 1.023 0.0 0.0 0.0 0.10
H -2.314 -2.406 1.916 0.1 0.1 0.0 0.11
H -1.904 -5.274 1.079 0.0 0.0 0.0 0.09
H 0.293 -1.225 5.079 0.0 0.1 0.0 0.11
H -1.624 -2.500 5.638 0.0 0.0 0.0 0.07
H -1.896 4.647 -3.061 0.1 -0.1 -0.1 0.09
H -3.031 -2.207 4.608 0.0 0.0 0.0 0.07
H -1.993 3.027 0.458 0.0 0.0 -0.1 0.03
H 1.289 -4.696 -0.182 0.0 0.1 0.0 0.03
H 4.117 0.016 5.378 0.0 0.0 0.0 0.11
H 0.287 2.683 6.992 0.0 0.0 0.0 0.10
H 1.535 -2.225 0.352 0.1 -0.1 0.0 0.10
H -1.606 -1.001 -2.700 0.0 0.0 0.1 0.08
H -3.079 -0.181 1.263 0.0 0.0 0.0 0.10
H 1.813 -2.596 -1.353 0.0 0.0 0.0 0.10
H 4.998 -1.328 1.217 -0.1 0.0 0.0 0.12
H -2.329 4.995 -5.450 0.0 -0.1 0.0 0.09
H -3.547 -3.263 -2.340 0.0 0.0 0.1 0.09
H 0.179 1.532 4.800 0.0 0.0 0.0 0.12
H -0.682 -0.849 -5.107 0.1 0.0 0.0 0.03
H 0.341 5.225 -1.492 0.0 -0.1 0.0 0.02
H -2.850 2.620 -1.038 0.1 0.1 0.1 0.01
H -1.415 3.387 -7.120 0.0 0.0 0.1 0.09
H -0.116 -3.945 0.600 0.0 -0.1 -0.1 0.03
H 3.000 -0.268 0.137 0.1 0.0 0.1 0.08
```
Forces are in eV/Å.

Properties
Kohn-Sham gap (spin up / spin down)	0.163 / 0.234	hartree
charge	-1
molecular weight	1038.0	g/mol
E_LUMO (spin up / spin down)	2.3 / 2.3	eV
energy above the lowest of the compared OMol25 structures with the same formula, charge and spin	191.5	kJ/mol
highest occupied orbital energy (spin up / spin down)	-2.16 / -4.11	eV
expectation value of S²	0.77
2S+1	2


# 3
Molecular formula: C8H5N2
Method: DFT, ωB97M-V/def2-TZVPD

The geometry in XYZ format:
```
15
Properties=species:S:1:pos:R:3:forces:R:3:nbo_charge:R:1
N 1.824 0.056 0.193 1.1 -1.4 -1.2 0.07
N 0.593 -0.393 -0.090 0.3 3.4 0.9 -0.10
C -0.033 2.034 0.362 2.5 0.2 -0.8 -0.18
C -1.408 1.866 0.094 -0.7 -3.2 0.2 -0.07
C -1.875 -0.716 0.090 1.4 -1.8 1.5 -0.52
C -0.439 -1.196 -0.664 0.2 -2.4 0.5 -0.23
C 4.273 -0.585 0.392 1.3 -0.3 0.2 0.35
C 0.842 1.027 0.080 -2.8 0.2 0.8 0.29
C -1.800 0.696 0.193 -0.7 1.3 -0.9 0.21
C 3.043 -0.352 0.177 -2.5 0.8 0.2 -0.20
H 0.101 -2.239 -0.615 -2.3 1.3 0.1 0.28
H -0.584 -0.955 -1.702 0.1 0.3 -0.6 0.26
H -1.941 -1.128 1.111 0.9 0.1 0.0 0.28
H 0.232 3.012 0.557 1.5 1.7 0.7 0.26
H -2.830 -1.128 -0.178 -0.3 -0.1 -1.6 0.31
```
Forces are in eV/Å.

Properties
Kohn-Sham gap (spin up / spin down)	0.231 / 0.223	hartree
charge	+1
molecular weight	129.1	g/mol
E_LUMO (spin up / spin down)	-7.6 / -7.6	eV
energy above the lowest of the compared OMol25 structures with the same formula, charge and spin	963.8	kJ/mol
highest occupied orbital energy (spin up / spin down)	-13.88 / -13.72	eV


# 4
Molecular formula: C4H7NO
Method: DFT, ωB97M-V/def2-TZVPD

The geometry in XYZ format:
```
13
Properties=species:S:1:pos:R:3:forces:R:3:nbo_charge:R:1
O 2.015 2.341 0.602 0.1 -0.6 -1.0 -0.93
N -0.246 0.389 -0.034 1.0 0.5 -0.6 -0.52
C -0.684 -0.427 0.966 0.4 -1.0 0.0 -0.08
C -0.199 -0.295 -1.213 -1.3 -1.3 -0.2 -0.08
C -0.775 -1.544 -1.007 0.7 0.8 0.8 -0.31
C -0.948 -1.660 0.414 -0.4 0.4 -0.4 -0.30
H 0.224 0.093 -2.124 -0.2 0.4 0.1 0.21
H 1.814 2.814 1.389 -0.2 0.6 1.1 0.47
H -1.160 -2.566 0.959 -0.5 0.1 0.0 0.22
H -1.124 -2.235 -1.753 0.5 -0.2 -0.1 0.22
H -0.706 -0.136 1.999 0.1 0.2 0.0 0.21
H 0.367 1.190 0.064 -0.3 0.0 0.6 0.43
H 1.975 3.002 -0.091 0.1 0.2 -0.2 0.47
```
Forces are in eV/Å.

Properties
Kohn-Sham gap	0.311	hartree
SMILES string	c1cc[nH]c1.O
molecular weight	85.1	g/mol
E_LUMO	0.5	eV
energy above the lowest of the compared OMol25 structures with the same formula, charge and spin	104.8	kJ/mol
highest occupied orbital energy	-7.96	eV